Formula: C4H8N4O
Source: OMol25
Level of theory: wB97M-V/def2-TZVPD

```
17
Properties=species:S:1:pos:R:3:mulliken_charge:R:1
C -1.01529 -3.00377 0.91239 0.071
C -0.22768 -0.13777 1.70747 0.503
C 0.31803 0.44172 -0.51656 0.156
C 0.78218 0.99529 -2.92245 -0.759
N -0.32262 0.60525 0.55812 -0.573
N 0.05150 -1.43987 1.74977 -0.535
N -0.46201 0.48076 2.97953 -0.438
N 0.06956 1.04730 -1.72400 -0.155
O -1.35407 -2.72206 -0.16168 -0.229
H 1.29600 -0.10210 -0.57798 0.253
H 1.81993 0.68196 -2.76816 0.272
H 0.41362 0.20540 -3.66834 0.275
H 0.87208 1.97346 -3.51319 0.282
H 0.09154 -1.65078 2.79432 0.177
H -1.10294 1.18831 3.19026 0.229
H -0.43915 -0.25115 3.72750 0.182
H -0.79069 1.68803 -1.76700 0.288
```

gap between HOMO and LUMO	9.438	eV
HOMO level	-8.569	eV
strongest force on any atom	4.731	eV/A
energy relative to the best compared isomer or geometry (same formula, charge and spin)	61.9	kcal/mol
2S+1	1